[1]
Formula: C4H7N3O
Source: the OMol25 dataset
Level of theory: wB97M-V/def2-TZVPD

Properties
E_HOMO: -8.91 eV
molar mass: 113.12 g/mol
relative energy (zero: lowest compared OMol25 entry of this formula, charge and spin): 316.8 kJ/mol
Kohn-Sham gap: 9.589 eV
net charge: 0

Structure (XYZ):
```
15
Properties=species:S:1:pos:R:3:nbo_charge:R:1
H -1.878 -1.758 -0.170 0.394
C 0.147 1.505 0.483 0.216
C 1.131 -1.190 -0.238 -0.093
H -2.384 0.143 -1.174 0.174
C -1.556 0.212 -0.464 0.350
N 1.338 0.975 0.336 -0.215
O 1.311 0.076 -0.837 -0.419
H -0.168 -2.229 1.226 0.218
H 0.144 2.276 1.193 0.188
H 2.077 -1.484 0.199 0.187
N -1.027 1.318 -0.188 -0.546
C -0.056 -1.276 0.723 -0.273
H 0.004 -0.598 1.568 0.219
N -1.342 -0.956 0.121 -0.585
H 0.940 -1.828 -1.061 0.185
```


[2]
Formula: C4H7N3O
Source: the OMol25 dataset
Level of theory: wB97M-V/def2-TZVPD

Properties
E_HOMO: -7.93 eV
molar mass: 113.12 g/mol
relative energy (zero: lowest compared OMol25 entry of this formula, charge and spin): 587.2 kJ/mol
Kohn-Sham gap: 8.697 eV
net charge: 0

Structure (XYZ):
```
15
Properties=species:S:1:pos:R:3:nbo_charge:R:1
H -1.126 2.209 -0.792 0.387
H -2.758 -0.935 -0.574 0.369
C 1.082 -0.020 -0.121 0.394
H 0.056 2.521 0.458 0.357
N 2.230 0.758 -0.048 -0.820
N -0.757 1.740 0.062 -0.810
H 3.165 0.209 -0.445 0.374
H 2.474 0.723 1.083 0.357
N -2.220 0.012 -0.012 -0.819
C -0.968 -0.402 0.038 0.075
C -0.027 0.531 -0.117 -0.037
O 1.084 -1.373 0.075 -0.437
H -0.860 -2.667 0.249 0.206
C -0.364 -1.621 -0.045 -0.015
H -2.738 0.419 0.886 0.419
```


[3]
Formula: C4H7N3O
Source: the OMol25 dataset
Level of theory: wB97M-V/def2-TZVPD

Properties
E_HOMO: -7.97 eV
molar mass: 113.12 g/mol
relative energy (zero: lowest compared OMol25 entry of this formula, charge and spin): 131.3 kJ/mol
Kohn-Sham gap: 8.435 eV
net charge: 0

Structure (XYZ):
```
15
Properties=species:S:1:pos:R:3:nbo_charge:R:1
N 1.380 -1.460 -0.711 -0.787
C -0.276 -0.973 1.464 0.271
H -1.871 1.439 0.019 0.181
C -0.928 1.325 0.605 -0.057
C -0.251 -0.015 0.378 -0.394
H -0.258 2.131 0.362 0.166
H 1.399 -2.066 0.069 0.415
H 1.729 -1.840 -1.593 0.390
H -0.224 0.918 -1.959 0.389
N 0.250 0.017 -1.970 -0.793
C 0.457 -0.485 -0.729 0.455
N -0.389 -1.860 2.199 -0.391
O -1.383 1.421 1.963 -0.705
H 1.001 0.021 -2.682 0.386
H -0.637 1.428 2.584 0.472
```


[4]
Formula: C4H7N3O
Source: the OMol25 dataset
Level of theory: wB97M-V/def2-TZVPD

Properties
E_HOMO (spin up / spin down): -7.32 / -7.32 eV
molar mass: 113.12 g/mol
relative energy (zero: lowest compared OMol25 entry of this formula, charge and spin): 589.5 kJ/mol
Kohn-Sham gap (spin up / spin down): 7.082 / 7.085 eV
net charge: 0

Structure (XYZ):
```
15
Properties=species:S:1:pos:R:3:nbo_charge:R:1
N -1.261 -1.578 0.576 -0.705
H -1.499 -0.228 -0.975 0.228
H -0.613 -2.025 1.210 0.414
C 1.196 0.764 -0.002 0.309
H -2.228 -1.536 0.864 0.410
C 1.427 -1.474 -1.079 -0.318
C 0.642 -0.556 -0.516 -0.202
O -0.328 1.285 0.417 -0.550
C -0.786 -0.684 -0.302 0.296
N 2.271 1.240 0.166 -0.494
H 2.491 -1.275 -1.144 0.238
H -1.064 3.050 -0.025 0.328
N -0.429 2.672 0.672 -0.479
H 1.035 -2.412 -1.454 0.195
H -0.855 2.757 1.592 0.331
```


[5]
Formula: C4H7N3O
Source: the OMol25 dataset
Level of theory: wB97M-V/def2-TZVPD

Properties
E_HOMO: -7.69 eV
molar mass: 113.12 g/mol
relative energy (zero: lowest compared OMol25 entry of this formula, charge and spin): 382.2 kJ/mol
Kohn-Sham gap: 8.482 eV
net charge: 0

Structure (XYZ):
```
15
Properties=species:S:1:pos:R:3:nbo_charge:R:1
C -1.021 -0.265 -0.804 0.227
C 0.179 -0.875 -0.407 0.214
H -2.013 -1.949 -1.221 0.489
H -1.799 1.816 -0.017 0.233
N 1.035 0.008 0.220 -0.575
C -0.996 1.126 -0.281 -0.360
H 1.991 0.207 0.612 0.453
H 1.089 -2.875 -0.973 0.405
O -2.179 -1.071 -1.069 -0.697
N 1.098 2.289 0.950 -0.929
C 0.222 1.181 0.519 0.269
H 1.001 2.396 2.067 0.399
N 0.277 -2.325 -0.472 -0.914
H 1.172 3.146 0.288 0.408
H -0.057 -2.810 0.590 0.378
```


[6]
Formula: C4H7N3O
Source: the OMol25 dataset
Level of theory: wB97M-V/def2-TZVPD

Properties
E_HOMO: -8.77 eV
molar mass: 113.12 g/mol
relative energy (zero: lowest compared OMol25 entry of this formula, charge and spin): 298.1 kJ/mol
Kohn-Sham gap: 9.132 eV
net charge: 0

Structure (XYZ):
```
15
Properties=species:S:1:pos:R:3:nbo_charge:R:1
H -1.112 1.264 2.071 0.328
H 0.192 1.819 2.933 0.371
N 0.518 0.370 1.708 -0.204
C -0.739 0.930 -1.456 0.546
H 0.333 0.703 -1.739 0.101
N -0.929 0.502 -0.171 -0.705
N -0.267 0.956 2.577 -0.579
C 0.792 -1.784 -1.178 -0.389
C 0.176 -0.030 0.576 0.277
H -0.166 -1.885 -1.698 0.192
O -1.452 1.518 -2.226 -0.559
H 1.617 -2.154 -1.766 0.210
H 1.902 -1.221 0.444 0.222
C 1.013 -1.023 -0.085 -0.220
H -1.876 0.036 0.008 0.409
```


[7]
Formula: C4H7N3O
Source: the OMol25 dataset
Level of theory: wB97M-V/def2-TZVPD

Properties
E_HOMO: -10.08 eV
molar mass: 113.12 g/mol
relative energy (zero: lowest compared OMol25 entry of this formula, charge and spin): 461.8 kJ/mol
Kohn-Sham gap: 10.779 eV
net charge: 0

Structure (XYZ):
```
15
Properties=species:S:1:pos:R:3:nbo_charge:R:1
H 1.512 1.287 1.508 0.226
N -2.267 -1.373 0.296 -0.677
N -1.856 1.141 -0.527 -0.826
H 1.595 -1.684 -1.033 0.107
C 0.672 1.265 0.716 -0.272
H 0.419 2.424 0.447 0.256
H -3.208 -1.428 -0.104 0.344
O 2.893 -0.407 -0.161 -0.528
H -1.279 0.978 -1.477 0.388
C 1.783 -0.635 -0.405 0.555
H -2.723 0.957 -1.164 0.364
H 0.087 -0.974 1.315 0.240
N 0.698 0.255 -0.402 -0.477
C -0.169 -0.182 0.655 -0.127
C -1.548 -0.192 0.072 0.427
```


[8]
Formula: C4H7N3O2
Source: the OMol25 dataset
Level of theory: wB97M-V/def2-TZVPD

Properties
E_HOMO: -8.59 eV
molar mass: 129.12 g/mol
relative energy (zero: lowest compared OMol25 entry of this formula, charge and spin): 483.6 kJ/mol
Kohn-Sham gap: 9.232 eV
net charge: 0

Structure (XYZ):
```
16
Properties=species:S:1:pos:R:3:nbo_charge:R:1
N -0.560 -0.603 1.848 -0.625
H 2.949 0.951 1.104 0.216
N -1.651 0.445 -1.171 -0.117
C 2.037 0.430 1.285 -0.560
C 0.985 0.748 0.610 0.018
O -1.439 -0.363 -3.693 -0.517
N -0.284 0.311 0.786 -0.318
H -2.169 1.215 0.702 0.197
H -0.005 -1.609 -2.949 0.115
H 2.224 -0.477 1.915 0.205
H 0.067 -0.424 2.588 0.354
H 0.938 1.410 -0.256 0.207
C -1.391 0.767 0.067 0.229
O -0.681 -0.464 -1.488 -0.401
H -0.223 -1.495 1.469 0.348
C -0.796 -0.842 -2.820 0.649
```


Copy entry 2 word for word.
Formula: C4H7N3O
Source: the OMol25 dataset
Level of theory: wB97M-V/def2-TZVPD

Properties
E_HOMO: -7.93 eV
molar mass: 113.12 g/mol
relative energy (zero: lowest compared OMol25 entry of this formula, charge and spin): 587.2 kJ/mol
Kohn-Sham gap: 8.697 eV
net charge: 0

Structure (XYZ):
```
15
Properties=species:S:1:pos:R:3:nbo_charge:R:1
H -1.126 2.209 -0.792 0.387
H -2.758 -0.935 -0.574 0.369
C 1.082 -0.020 -0.121 0.394
H 0.056 2.521 0.458 0.357
N 2.230 0.758 -0.048 -0.820
N -0.757 1.740 0.062 -0.810
H 3.165 0.209 -0.445 0.374
H 2.474 0.723 1.083 0.357
N -2.220 0.012 -0.012 -0.819
C -0.968 -0.402 0.038 0.075
C -0.027 0.531 -0.117 -0.037
O 1.084 -1.373 0.075 -0.437
H -0.860 -2.667 0.249 0.206
C -0.364 -1.621 -0.045 -0.015
H -2.738 0.419 0.886 0.419
```